The following is a DFT calculation (ωB97M-V/def2-TZVPD) of 2 unconnected molecules or ions with the total composition C7H13N.

Calculated values
E_tot in Eh: -329.0713
SMILES: CC(C)C1=CN1.C=C
E_HOMO in eV: -7.71
Relative energy (zero: lowest compared OMol25 entry of this formula, charge and spin) in eV: 5.447

ORCA input file:
```
! RIJCOSX wB97M-V def2-TZVPD def2/J DEFGRID3
* xyz 0 1
C 0.113 -1.642 -1.295
C 0.601 -0.716 -0.515
C -2.635 -0.290 1.014
C 1.906 0.232 1.130
C 1.413 1.498 -1.002
C -2.640 0.036 -0.313
C 0.866 0.639 0.104
N 0.145 -2.038 0.078
H 0.118 -2.170 -2.224
H -0.739 -1.883 0.542
H -1.646 -0.345 1.624
H -3.586 -0.472 1.583
H 2.548 -0.619 0.966
H 1.388 0.079 2.083
H 2.645 1.084 1.221
H 0.702 1.949 -1.649
H 2.056 0.996 -1.675
H 1.922 2.411 -0.668
H -3.523 0.145 -0.953
H -1.686 0.007 -0.743
H 0.033 1.099 0.692
*
```

These are the natural (NBO) partial charges, in e, on atoms 1 to 5:
1. C -0.08
2. C 0.17
3. C -0.41
4. C -0.60
5. C -0.61